No. 1
Entry from the Open Molecules 2025 dataset: a molecular structure, C56H47CuN4O4Sb2 (wB97M-V/def2-TZVPD).

Computed properties:
* max |F|: 1.383 eV/A
* E_HOMO (alpha / beta): -3.44 / -3.44 eV
* ⟨S²⟩: 0.7632
* multiplicity: 2
* ΔE to the lowest compared entry with this formula, charge and spin: 2.293 eV
* frontier orbital gap (alpha / beta): 5.7 / 4.7 eV
* charge: -1
* E: -130700.5574 eV

XYZ file:
```
114
Properties=species:S:1:pos:R:3:mulliken_charge:R:1
Cu -0.570 -3.294 -1.463 -0.180
O -1.929 -3.890 -0.024 -0.662
C -1.652 -4.386 1.123 0.237
C -2.705 -4.869 1.964 -0.427
C -2.491 -5.363 3.231 -0.472
C -1.197 -5.457 3.754 -0.768
C -0.145 -5.057 2.947 -0.575
C -0.319 -4.525 1.663 0.592
C 0.909 -4.227 0.909 -0.979
N 0.971 -3.489 -0.127 1.147
N 2.235 -3.395 -0.718 -0.233
C 2.107 -3.357 -2.031 0.280
O 1.038 -3.433 -2.719 -0.921
C 3.393 -3.252 -2.815 0.314
C 4.626 -3.634 -2.290 -0.011
C 5.775 -3.567 -3.072 -0.696
C 5.708 -3.103 -4.381 -0.398
C 4.478 -2.729 -4.910 -0.580
C 3.328 -2.815 -4.133 -0.470
H -3.705 -4.820 1.553 0.473
H -3.338 -5.691 3.829 0.359
H -1.022 -5.836 4.754 0.375
H 0.874 -5.142 3.320 0.324
H 1.831 -4.714 1.244 0.182
H 4.660 -3.985 -1.266 0.380
H 6.727 -3.875 -2.654 0.391
H 6.606 -3.041 -4.987 0.374
H 4.413 -2.383 -5.935 0.384
H 2.358 -2.556 -4.537 0.426
C 2.389 -0.772 2.083 -0.818
C 1.378 -0.077 3.011 -0.248
C -0.096 -0.132 2.589 -1.438
Sb -0.465 0.941 0.694 1.360
C -0.629 1.848 -1.412 1.639
C -0.173 0.930 -2.349 -0.873
C 0.194 1.374 -3.615 -0.949
C 0.120 2.730 -3.923 -0.863
C -0.329 3.637 -2.968 -0.743
C -0.704 3.197 -1.701 -0.671
C -0.779 2.850 1.638 1.192
C 0.069 3.377 2.613 -0.636
C -0.186 4.620 3.184 -0.763
C -1.293 5.355 2.785 -0.717
C -2.145 4.842 1.813 -0.587
C -1.886 3.602 1.243 -0.839
Sb 2.688 0.125 0.136 0.690
C 3.027 2.121 0.917 0.729
C 3.749 2.357 2.090 -0.485
C 3.958 3.651 2.549 -0.620
C 3.453 4.737 1.833 -0.567
C 2.755 4.520 0.656 -0.439
C 2.545 3.220 0.204 -0.498
C 4.808 -0.202 -0.035 0.632
C 5.645 -0.651 0.985 -0.110
C 7.012 -0.790 0.769 -0.691
C 7.559 -0.485 -0.470 -0.521
C 6.736 -0.040 -1.497 -0.503
C 5.368 0.096 -1.281 -0.751
H 2.065 -1.792 1.889 0.173
H 3.361 -0.825 2.573 0.517
H 1.681 0.961 3.161 -0.087
H 1.447 -0.553 3.994 0.570
H -0.742 0.358 3.316 0.638
H -0.432 -1.158 2.428 0.450
H -0.111 -0.125 -2.112 0.537
H 0.551 0.662 -4.351 0.488
H 0.415 3.079 -4.905 0.370
H -0.384 4.693 -3.205 0.438
H -1.045 3.910 -0.962 0.397
H 0.955 2.837 2.928 0.240
H 0.488 5.012 3.937 0.449
H -1.492 6.325 3.227 0.370
H -3.010 5.410 1.493 0.448
H -2.557 3.217 0.485 0.435
H 4.160 1.524 2.652 0.236
H 4.516 3.816 3.464 0.393
H 3.610 5.746 2.195 0.401
H 2.365 5.358 0.089 0.439
H 1.999 3.067 -0.723 0.299
H 5.242 -0.892 1.962 0.338
H 7.651 -1.134 1.574 0.384
H 8.625 -0.592 -0.634 0.352
H 7.153 0.184 -2.472 0.403
H 4.733 0.438 -2.095 0.322
O -2.187 -2.291 -2.523 -0.652
C -2.682 -1.462 -1.795 -0.395
N -4.009 -1.069 -1.796 -0.044
C -4.293 -0.127 -0.721 2.027
C -2.861 -0.047 -0.160 0.160
O -2.521 0.707 0.849 -1.340
N -1.990 -0.707 -0.827 0.326
C -4.616 1.291 -1.238 -0.453
C -5.203 2.228 -0.390 -0.017
C -5.404 3.535 -0.814 -0.941
C -4.995 3.929 -2.082 -0.501
C -4.392 3.004 -2.923 -0.722
C -4.208 1.691 -2.505 -0.150
C -5.325 -0.674 0.255 0.012
C -6.686 -0.478 0.032 0.181
C -7.626 -1.076 0.861 -0.915
C -7.210 -1.870 1.923 -0.560
C -5.854 -2.061 2.150 -0.802
C -4.915 -1.474 1.315 -0.491
H -4.714 -1.656 -2.206 0.322
H -5.495 1.934 0.612 0.507
H -5.869 4.251 -0.144 0.431
H -5.130 4.955 -2.405 0.393
H -4.046 3.305 -3.905 0.419
H -3.728 0.974 -3.160 0.336
H -7.011 0.151 -0.791 0.460
H -8.683 -0.921 0.679 0.402
H -7.940 -2.345 2.565 0.396
H -5.521 -2.675 2.978 0.467
H -3.858 -1.649 1.487 0.369
```

---

No. 2
Entry from the Open Molecules 2025 dataset: 6 unconnected molecules or ions with the total composition C56H47NO27P2S2 (wB97M-V/def2-TZVPD).

Computed properties:
* max |F|: 2.792 eV/A
* E_HOMO: -8.73 eV
* frontier orbital gap: 6.9 eV
* SMILES: CC(=O)OCc1c([PH2]=S)c(CCCC(=O)O)c2c(c1[PH2]=S)C(=O)C(c1ccccc1)=C(CCC(N)=O)C2=O.O=C1C=C(O)C(=O)C=C1O.O=C1C=C(O)C(=O)C=C1O.O=C1C=C(O)C(=O)C=C1O.O=C1C=C(O)C(=O)C=C1O.O=C1C=C(O)C(=O)C=C1O
* charge: 0
* E: -155849.5699 eV

XYZ file:
```
135
Properties=species:S:1:pos:R:3:mulliken_charge:R:1
C -2.232 2.448 1.665 -0.920
C -0.804 2.142 1.085 0.730
O -0.025 3.062 0.937 -0.506
O -0.483 0.842 0.719 -0.279
C 0.341 0.861 -0.497 0.021
C 0.145 -0.561 -1.139 -0.096
C 1.270 -1.495 -1.271 0.188
P 2.970 -0.913 -0.701 0.932
S 3.527 0.723 -1.643 -0.398
C 1.072 -2.862 -1.841 -0.260
C 2.321 -3.781 -1.934 -1.172
C 2.878 -4.266 -0.521 -0.489
C 4.449 -4.508 -0.530 -0.503
C 4.978 -5.065 -1.886 0.507
O 5.048 -6.252 -2.116 -0.557
O 5.443 -4.210 -2.883 -0.469
C -0.252 -3.282 -2.274 -0.173
C -1.395 -2.329 -2.187 -0.099
C -1.196 -0.986 -1.625 0.576
P -2.637 0.225 -1.507 0.582
S -4.109 -0.420 -0.407 -0.451
C -2.789 -2.801 -2.705 -0.095
O -3.644 -2.056 -3.124 -0.592
C -3.121 -4.338 -2.714 0.709
C -4.595 -4.766 -2.679 0.010
C -5.128 -5.411 -3.900 -0.282
C -6.503 -5.860 -4.023 -0.640
C -7.430 -5.684 -2.906 -0.412
C -6.913 -5.030 -1.691 -0.828
C -5.522 -4.563 -1.576 -0.224
C -2.048 -5.179 -2.759 0.542
C -2.238 -6.723 -2.752 -0.903
C -1.916 -7.421 -1.370 -0.626
C -2.406 -6.655 -0.104 0.124
N -3.780 -6.431 0.244 -0.300
O -1.552 -6.245 0.673 -0.576
C -0.560 -4.679 -2.849 -0.252
O 0.220 -5.424 -3.399 -0.597
H -3.034 1.934 1.056 0.147
H -2.324 2.114 2.736 0.307
H -2.433 3.550 1.605 0.307
H 0.051 1.701 -1.176 -0.013
H 1.393 1.012 -0.132 -0.247
H 2.970 -0.735 0.724 0.072
H 3.984 -1.873 -0.961 -0.045
H 2.218 -4.664 -2.607 0.741
H 3.147 -3.150 -2.381 0.623
H 2.405 -5.240 -0.243 0.371
H 2.624 -3.505 0.263 0.320
H 5.030 -3.564 -0.321 0.321
H 4.769 -5.239 0.262 0.397
H 5.525 -4.718 -3.711 0.333
H -2.182 1.525 -1.106 -0.002
H -3.100 0.351 -2.861 0.074
H -4.436 -5.565 -4.770 0.366
H -6.847 -6.319 -4.978 0.339
H -8.486 -6.037 -2.995 0.355
H -7.653 -4.900 -0.865 0.336
H -5.186 -4.070 -0.639 0.575
H -3.253 -7.064 -3.077 0.425
H -1.521 -7.172 -3.501 0.390
H -2.411 -8.438 -1.338 0.468
H -0.821 -7.617 -1.223 0.266
H -3.918 -5.539 0.715 0.265
H -4.189 -7.207 0.766 0.245
O 6.535 2.976 5.848 -0.629
C 5.768 2.456 5.059 0.952
C 5.048 1.218 5.359 -0.958
C 4.229 0.675 4.454 0.340
O 3.553 -0.462 4.709 -0.604
C 4.021 1.303 3.114 0.772
O 3.279 0.765 2.310 -0.525
C 4.721 2.551 2.822 -0.881
C 5.538 3.097 3.728 0.405
O 6.192 4.247 3.484 -0.590
H 5.209 0.774 6.331 0.449
H 3.035 -0.644 3.902 0.314
H 4.547 3.003 1.855 0.521
H 6.715 4.427 4.290 0.346
O 1.233 3.422 4.613 -0.684
C 1.305 4.615 4.377 1.182
C 0.687 5.225 3.201 -0.884
C 0.809 6.540 2.977 0.017
O 0.252 7.132 1.906 -0.441
C 1.574 7.422 3.910 1.013
O 1.675 8.609 3.660 -0.637
C 2.172 6.814 5.098 -1.005
C 2.049 5.503 5.322 0.328
O 2.588 4.919 6.410 -0.593
H 0.137 4.568 2.537 0.621
H 0.481 8.078 1.977 0.329
H 2.708 7.466 5.773 0.435
H 2.360 3.973 6.339 0.343
O -0.978 2.910 -3.445 -0.549
C -1.740 3.688 -3.994 1.141
C -2.313 3.440 -5.314 -1.031
C -3.129 4.338 -5.877 0.338
O -3.671 4.133 -7.090 -0.571
C -3.478 5.617 -5.185 0.925
O -4.209 6.415 -5.740 -0.602
C -2.922 5.851 -3.851 -0.864
C -2.112 4.950 -3.292 -0.080
O -1.584 5.126 -2.062 -0.359
H -2.049 2.513 -5.804 0.472
H -4.216 4.924 -7.270 0.351
H -3.195 6.770 -3.351 0.585
H -1.039 4.331 -1.897 0.192
O 3.163 10.234 -2.096 -0.614
C 2.040 9.765 -2.074 0.925
C 1.750 8.435 -1.542 -0.666
C 0.500 7.956 -1.553 -0.040
O 0.212 6.738 -1.067 -0.257
C -0.636 8.755 -2.110 1.058
O -1.756 8.277 -2.119 -0.624
C -0.349 10.095 -2.620 -1.053
C 0.899 10.573 -2.604 0.366
O 1.188 11.804 -3.066 -0.572
H 2.580 7.868 -1.145 0.492
H -0.753 6.625 -1.191 0.238
H -1.181 10.669 -3.003 0.439
H 2.152 11.908 -2.946 0.351
O 0.351 -7.590 2.253 -0.550
C 0.354 -7.246 3.418 0.927
C 0.675 -8.169 4.509 -1.038
C 0.652 -7.754 5.778 0.364
O 0.947 -8.585 6.797 -0.570
C 0.298 -6.347 6.134 1.016
O 0.272 -6.019 7.307 -0.625
C 0.000 -5.417 5.048 -0.847
C 0.024 -5.826 3.773 0.267
O -0.247 -4.975 2.765 -0.363
H 0.928 -9.185 4.239 0.439
H 0.857 -8.047 7.607 0.349
H -0.238 -4.398 5.321 0.475
H -0.170 -5.501 1.941 0.271
```

---

No. 3
Entry from the Open Molecules 2025 dataset: a molecular structure, C56H48N3O10P4V (wB97M-V/def2-TZVPD).

Computed properties:
* max |F|: 2.567 eV/A
* E_HOMO (alpha / beta): -14.54 / -14.54 eV
* ⟨S²⟩: 0.7662
* multiplicity: 2
* frontier orbital gap (alpha / beta): 4.9 / 4.8 eV
* charge: +3
* E: -146611.8179 eV

XYZ file:
```
122
Properties=species:S:1:pos:R:3:mulliken_charge:R:1
V 0.175 0.269 0.396 0.691
O 0.345 0.592 2.544 -0.519
P -0.658 0.437 3.694 1.288
C -2.281 -0.148 3.037 -1.116
P -2.097 -1.486 1.854 1.574
O -0.915 -1.000 0.911 -0.498
C -1.604 -2.983 2.645 0.728
C -2.472 -3.570 3.571 -0.886
C -2.097 -4.741 4.203 -0.930
C -0.868 -5.324 3.911 -0.653
C -0.005 -4.736 2.997 -1.078
C -0.366 -3.559 2.362 -0.123
C -3.577 -1.689 0.911 0.916
C -4.190 -0.562 0.350 -0.485
C -5.364 -0.711 -0.365 -0.771
C -5.925 -1.975 -0.523 -0.636
C -5.307 -3.095 0.015 -0.858
C -4.130 -2.960 0.734 -0.702
C -0.988 1.976 4.517 0.679
C -1.976 2.860 4.072 -0.302
C -2.135 4.088 4.691 -0.943
C -1.309 4.440 5.750 -0.606
C -0.323 3.569 6.195 -0.760
C -0.158 2.338 5.583 -0.730
C -0.122 -0.752 4.899 0.757
C -0.926 -1.001 6.015 -0.506
C -0.496 -1.894 6.980 -0.885
C 0.735 -2.527 6.838 -0.546
C 1.539 -2.270 5.737 -0.767
C 1.113 -1.380 4.761 -0.358
H -2.785 0.671 2.524 0.542
H -2.908 -0.491 3.863 0.838
H -3.436 -3.124 3.793 0.528
H -2.760 -5.202 4.922 0.511
H -0.584 -6.245 4.402 0.489
H 0.952 -5.193 2.785 0.530
H 0.306 -3.093 1.654 0.517
H -3.755 0.424 0.469 0.107
H -5.851 0.157 -0.789 0.521
H -6.855 -2.084 -1.066 0.460
H -5.746 -4.074 -0.117 0.506
H -3.647 -3.834 1.148 0.498
H -2.639 2.597 3.256 0.239
H -2.906 4.768 4.355 0.482
H -1.439 5.398 6.236 0.453
H 0.312 3.847 7.025 0.457
H 0.606 1.657 5.938 0.438
H -1.869 -0.481 6.147 0.447
H -1.108 -2.085 7.850 0.489
H 1.073 -3.216 7.601 0.465
H 2.502 -2.754 5.645 0.475
H 1.737 -1.161 3.904 0.326
O -1.485 1.734 0.677 -0.369
H -1.662 2.288 -0.106 0.250
H -1.056 2.341 1.311 -0.178
O 7.046 2.755 -0.756 -0.600
N 6.283 3.498 -0.189 1.100
O 6.522 4.581 0.278 -0.598
C 4.884 3.019 -0.062 -0.806
C 4.601 1.717 -0.395 -0.921
C 3.284 1.305 -0.252 0.429
C 2.264 2.177 0.142 0.413
O 1.019 1.714 0.133 0.611
C 2.609 3.471 0.503 -0.276
C 3.921 3.896 0.407 -0.261
N 1.595 4.418 1.024 1.037
O 0.451 4.010 1.136 -0.619
O 1.978 5.517 1.309 -0.602
N 2.974 -0.086 -0.497 0.827
O 1.876 -0.587 -0.031 -0.321
O 3.736 -0.789 -1.068 -0.449
H 5.379 1.043 -0.734 1.013
H 4.193 4.904 0.696 0.747
C 0.881 -0.501 -3.117 -1.919
P -0.456 -0.450 -1.866 1.490
C -1.666 0.788 -2.425 2.035
C -2.929 0.554 -2.968 -0.704
C -3.711 1.611 -3.415 -0.899
C -3.250 2.915 -3.329 -1.085
C -1.999 3.167 -2.781 -0.692
C -1.218 2.116 -2.328 -1.724
C -0.961 -2.196 -1.825 1.151
C -2.127 -2.737 -2.361 -0.406
C -2.333 -4.111 -2.346 -0.928
C -1.385 -4.960 -1.799 -0.843
C -0.218 -4.430 -1.264 -0.598
C -0.007 -3.062 -1.278 -0.851
P 1.639 1.140 -3.598 0.627
C 1.223 1.222 -5.370 0.757
C -0.062 0.926 -5.822 -0.079
C -0.381 1.052 -7.166 -0.838
C 0.576 1.493 -8.069 -0.594
C 1.852 1.801 -7.624 -0.744
C 2.176 1.676 -6.281 -0.742
C 3.406 0.706 -3.601 -0.078
C 3.896 -0.497 -4.121 0.031
C 5.259 -0.741 -4.153 -0.980
C 6.149 0.218 -3.679 -0.617
C 5.675 1.419 -3.174 -0.957
C 4.306 1.659 -3.127 0.000
H 0.435 -1.028 -3.965 1.034
H 1.680 -1.130 -2.719 1.011
H -3.328 -0.439 -3.064 0.352
H -4.682 1.406 -3.846 0.591
H -3.858 3.733 -3.693 0.472
H -1.627 4.181 -2.721 0.554
H -0.235 2.332 -1.928 0.501
H -2.887 -2.122 -2.808 0.329
H -3.238 -4.514 -2.780 0.493
H -1.546 -6.029 -1.803 0.462
H 0.537 -5.085 -0.850 0.525
H 0.924 -2.676 -0.878 0.446
H -0.828 0.602 -5.127 0.232
H -1.377 0.806 -7.511 0.445
H 0.323 1.604 -9.114 0.409
H 2.603 2.137 -8.326 0.434
H 3.176 1.923 -5.948 0.394
H 3.213 -1.234 -4.527 0.511
H 5.632 -1.669 -4.567 0.476
H 7.214 0.033 -3.716 0.466
H 6.372 2.171 -2.829 0.617
H 3.930 2.605 -2.749 0.712
```

---

No. 4
Entry from the Open Molecules 2025 dataset: a molecular structure, C56H49CuO4P2S2 (wB97M-V/def2-TZVPD).

Computed properties:
* max |F|: 2.828 eV/A
* E_HOMO (alpha / beta): -10.55 / -10.55 eV
* ⟨S²⟩: 0.7568
* multiplicity: 2
* ΔE to the lowest compared entry with this formula, charge and spin: 1.563 eV
* frontier orbital gap (alpha / beta): 8.2 / 6.3 eV
* charge: +1
* E: -151940.1198 eV

XYZ file:
```
114
Properties=species:S:1:pos:R:3:mulliken_charge:R:1
Cu -1.529 0.076 -0.619 1.003
C 6.276 0.025 -2.893 -1.555
C 4.891 -0.017 -2.313 0.934
C 4.684 0.163 -0.944 -1.142
C 3.413 0.124 -0.398 -0.414
C 2.338 -0.097 -1.241 0.194
C 2.508 -0.256 -2.609 -0.400
C 3.787 -0.217 -3.139 -0.882
S 0.665 -0.249 -0.607 1.810
O 0.427 0.879 0.338 -0.435
C 0.903 -1.732 0.371 1.617
C 1.119 -2.870 -0.437 -0.891
C 1.198 -4.107 0.117 -1.092
C 0.984 -4.268 1.506 0.835
C 0.943 -5.552 2.093 -0.778
C 0.723 -5.699 3.433 -0.704
C 0.537 -4.566 4.245 -0.891
C 0.585 -3.309 3.709 -1.002
C 0.809 -3.120 2.324 0.851
C 0.828 -1.805 1.743 -1.001
C 0.924 -0.662 2.707 -0.577
C 2.161 -0.552 3.422 1.159
C 3.305 -1.310 3.066 -0.718
C 4.469 -1.199 3.773 -1.015
C 4.555 -0.330 4.879 -0.778
C 3.476 0.426 5.235 -1.010
C 2.260 0.348 4.516 0.850
C 1.140 1.132 4.872 -1.215
C -0.010 1.061 4.147 -0.803
C -0.104 0.182 3.052 0.075
S -1.655 0.088 2.129 1.932
O -2.625 -0.601 3.010 -1.017
C -2.156 1.821 2.162 -0.326
C -3.523 2.037 2.264 -1.066
C -4.014 3.332 2.240 -1.018
C -3.153 4.421 2.112 0.970
C -3.679 5.828 2.101 -1.763
C -1.785 4.180 2.023 -0.733
C -1.280 2.889 2.040 0.335
H 7.026 -0.214 -2.142 0.395
H 6.494 1.023 -3.277 0.289
H 6.373 -0.674 -3.723 0.402
H 5.534 0.330 -0.295 0.439
H 3.258 0.261 0.667 0.554
H 1.644 -0.406 -3.249 0.627
H 3.930 -0.343 -4.205 0.448
H 1.251 -2.732 -1.503 0.390
H 1.380 -4.981 -0.496 0.392
H 1.086 -6.416 1.455 0.479
H 0.689 -6.686 3.876 0.415
H 0.356 -4.687 5.305 0.456
H 0.436 -2.444 4.341 0.519
H 3.256 -1.973 2.212 0.500
H 5.331 -1.788 3.487 0.485
H 5.479 -0.267 5.437 0.416
H 3.535 1.103 6.079 0.484
H 1.208 1.792 5.728 0.430
H -0.872 1.657 4.414 0.760
H -4.183 1.186 2.371 0.551
H -5.080 3.502 2.328 0.433
H -4.722 5.863 1.790 0.402
H -3.091 6.460 1.435 0.330
H -3.613 6.264 3.101 0.348
H -1.102 5.017 1.939 0.418
H -0.214 2.721 1.975 0.513
O -4.897 0.646 -1.875 -0.665
C -3.868 0.990 -1.333 0.133
O -3.265 0.339 -0.374 -0.500
C -3.250 2.344 -1.740 -1.041
P -1.443 2.235 -1.574 0.934
C -0.805 3.881 -1.173 0.791
C -1.522 5.022 -1.516 -0.964
C -0.960 6.271 -1.300 -0.711
C 0.307 6.383 -0.745 -0.819
C 1.015 5.244 -0.387 -0.784
C 0.463 3.991 -0.604 0.404
C -0.809 1.937 -3.261 0.812
C -1.524 1.109 -4.128 -0.689
C -1.009 0.803 -5.378 -0.901
C 0.226 1.305 -5.766 -0.592
C 0.951 2.108 -4.898 -0.690
C 0.441 2.421 -3.647 -0.673
H -3.631 3.074 -1.020 0.461
H -3.574 2.611 -2.743 0.609
H -2.512 4.942 -1.949 0.448
H -1.509 7.162 -1.578 0.484
H 0.737 7.363 -0.588 0.405
H 2.000 5.330 0.053 0.458
H 0.999 3.095 -0.314 0.240
H -2.490 0.711 -3.832 0.382
H -1.570 0.170 -6.052 0.500
H 0.619 1.079 -6.749 0.411
H 1.920 2.493 -5.191 0.498
H 1.006 3.053 -2.975 0.378
C -3.944 -2.318 -1.541 -1.510
P -2.319 -2.309 -0.708 1.262
C -2.720 -2.984 0.934 -1.857
C -1.605 -3.721 -1.630 0.536
C -1.773 -5.042 -1.230 -0.320
C -1.300 -6.075 -2.027 -0.715
C -0.658 -5.799 -3.225 -0.673
C -0.499 -4.483 -3.636 -0.613
C -0.972 -3.451 -2.842 -0.682
H -4.339 -3.334 -1.515 0.556
H -3.812 -2.007 -2.577 0.405
H -4.623 -1.626 -1.059 0.508
H -3.413 -3.816 0.810 0.666
H -3.193 -2.218 1.544 0.395
H -1.813 -3.320 1.437 0.389
H -2.262 -5.280 -0.295 0.298
H -1.437 -7.101 -1.709 0.445
H -0.284 -6.609 -3.837 0.412
H -0.008 -4.265 -4.576 0.473
H -0.857 -2.419 -3.162 0.492
```